Density functional theory data (ωB97M-V with the def2-TZVPD basis set) for a molecular structure, C24H15Cl2F10N3O6Ta at a distorted geometry.

As for the HOMO energy: -11.47 eV. For the gap between HOMO and LUMO, the calculation gives 7.217 eV. As for the net charge: +1. The calculation puts the max |F| at 6.04 eV Å⁻¹.

Geometry as XYZ:
```
61
Properties=species:S:1:pos:R:3:forces:R:3:lowdin_charge:R:1
Ta -0.4460 0.4403 -0.3531 2.74 -3.78 -1.95 1.94
C -3.4090 -0.4694 -1.3724 -0.54 0.28 0.41 -0.04
N -1.9965 -0.7305 -1.6859 0.63 0.52 0.42 -0.27
C -1.6967 -2.1492 -1.4078 0.51 -0.71 0.43 -0.15
C -0.1880 -2.3800 -1.3732 -0.52 0.08 -0.39 -0.16
N 0.4188 -1.3687 -0.4965 -0.45 -0.22 -0.16 -0.14
C 1.5682 -1.7654 0.1569 1.19 -0.16 1.01 -0.17
C 2.4468 -2.7991 -0.2207 -0.16 0.31 0.06 -0.12
F 2.2647 -3.4529 -1.3769 0.11 -0.01 0.13 0.11
C 3.5493 -3.1564 0.5528 -0.13 0.22 0.25 -0.13
F 4.3240 -4.1517 0.1487 -0.04 0.07 0.03 0.15
C 3.8448 -2.4828 1.7378 -0.37 0.09 -0.28 -0.12
F 4.8759 -2.8420 2.4875 -0.10 0.07 -0.13 0.16
C 3.0320 -1.4127 2.1143 -0.12 -0.08 -0.20 -0.13
F 3.2824 -0.7227 3.2176 0.03 -0.02 -0.02 0.15
C 1.9451 -1.0848 1.3231 0.06 -0.33 -0.22 -0.12
F 1.1558 -0.0085 1.6663 0.13 -0.18 -0.40 0.04
C -1.7177 -0.4162 -3.1022 0.46 0.59 -0.61 -0.14
C -1.0562 0.9523 -3.2345 -0.42 -0.21 -0.11 -0.17
N 0.0104 1.0340 -2.2340 -0.98 -0.06 -0.54 -0.16
C 1.1018 1.8003 -2.5563 1.65 0.68 -0.28 -0.18
C 1.2585 2.6970 -3.6352 0.05 -0.20 0.38 -0.13
F 0.2405 2.9802 -4.4564 0.08 0.07 0.02 0.11
C 2.4611 3.3516 -3.8817 0.18 -0.22 0.22 -0.12
F 2.5365 4.1678 -4.9209 0.06 -0.01 0.04 0.16
C 3.5802 3.1564 -3.0697 -0.39 -0.11 0.04 -0.12
F 4.7323 3.7514 -3.3449 -0.19 -0.05 0.09 0.15
C 3.4471 2.3294 -1.9572 -0.23 -0.06 -0.08 -0.13
F 4.4525 2.1153 -1.1208 0.06 0.08 -0.05 0.15
C 2.2345 1.7020 -1.7367 -0.25 0.01 -0.15 -0.10
F 2.0931 0.8992 -0.6143 -0.22 0.27 -0.40 0.03
H -4.0634 -1.0572 -2.0215 0.15 0.04 -0.05 0.12
H -3.6254 0.5903 -1.4875 -0.07 -0.07 -0.17 0.09
H -3.6043 -0.7515 -0.3392 0.03 0.00 -0.07 0.09
H -2.1702 -2.8014 -2.1501 -0.03 0.17 0.00 0.15
H -2.1028 -2.3736 -0.4175 0.02 0.00 -0.25 0.11
H 0.2583 -2.3070 -2.3736 -0.07 -0.15 0.15 0.12
H -0.0079 -3.3880 -0.9882 -0.04 0.21 -0.07 0.14
H -2.6338 -0.4446 -3.6972 0.00 -0.12 0.15 0.14
H -1.0274 -1.1598 -3.5046 -0.11 0.03 0.10 0.12
H -1.7752 1.7658 -3.0707 0.04 -0.12 -0.18 0.13
H -0.6662 1.0405 -4.2496 -0.08 -0.01 0.18 0.13
O -1.6393 3.7796 0.8259 -0.40 0.58 1.23 -0.14
Cl -1.0757 2.9537 -0.1198 -1.62 5.57 -1.70 0.69
O -0.6142 3.5964 -1.2660 0.31 1.01 -0.54 -0.19
O 0.0463 2.2311 0.4485 2.26 -1.29 1.42 -0.36
O -2.0164 1.9456 -0.5349 -1.16 -1.95 -0.21 -0.36
Cl -0.9858 0.3328 7.7125 0.01 0.06 0.26 0.74
C -1.3690 0.0756 6.0663 -0.11 -0.04 -0.54 -0.66
C -0.7215 0.8248 5.0864 -0.02 -0.01 0.26 -0.08
C -1.0000 0.5886 3.7599 -0.26 -0.27 -0.15 -0.01
C -1.8961 -0.4228 3.3942 0.29 0.34 0.28 -0.13
C -2.5670 -1.1469 4.3854 0.11 0.12 -0.36 0.01
C -2.3194 -0.8818 5.7157 0.14 0.07 0.14 -0.07
C -2.0511 -0.7505 1.9754 -1.17 -1.79 0.27 -0.46
O -2.6246 -1.7209 1.5172 0.14 0.57 0.71 0.10
O -1.4602 0.0856 1.1274 -1.22 0.14 1.32 -0.21
H -0.0015 1.5755 5.3678 0.05 0.09 0.09 0.11
H -0.5141 1.1691 2.9884 0.05 0.05 0.16 0.10
H -3.2784 -1.9091 4.1057 -0.02 -0.07 -0.06 0.13
H -2.8397 -1.4239 6.4898 -0.01 -0.06 0.06 0.11
```
Positions in Å, forces in eV/Å.

Density functional theory data (ωB97M-V with the def2-TZVPD basis set) for a molecular structure, C24H15N6O3RhS.

As for the HOMO energy (spin up / spin down): -5.85 / -9.37 eV. For the gap between HOMO and LUMO (spin up / spin down), the calculation gives 4.760 / 6.141 eV. The calculation puts the max |F| at 0.67 eV Å⁻¹. The energy relative to the best compared isomer or geometry (same formula, charge and spin) comes out at 0.00 kcal/mol. The spin multiplicity is 5.

Geometry as XYZ:
```
50
Properties=species:S:1:pos:R:3:forces:R:3:lowdin_charge:R:1
Rh -1.4176 -1.3429 1.2684 0.11 -0.13 0.20 1.30
O -4.2325 -3.3895 3.2835 0.08 0.10 -0.19 0.13
C -3.5602 -2.6620 2.5923 -0.33 -0.17 0.14 -0.43
N -2.2358 -2.3247 2.7326 0.21 0.21 -0.34 -0.03
C -1.3674 -2.7429 3.8032 0.09 0.05 -0.07 -0.45
O -1.7870 -3.2901 4.8113 0.01 -0.08 0.23 0.08
C -0.0134 -2.3965 3.5047 0.06 -0.08 0.17 -0.21
C 1.0316 -2.6728 4.4168 -0.11 -0.02 0.00 -0.02
C 2.3148 -2.3477 4.1148 0.00 0.00 0.01 -0.08
C 2.5955 -1.7302 2.8597 -0.05 0.04 -0.09 -0.08
C 1.5657 -1.4711 2.0091 0.15 0.01 -0.06 -0.15
N 0.2759 -1.7656 2.2933 -0.26 0.07 -0.11 -0.09
C -4.1849 -1.9577 1.3946 -0.11 0.03 0.01 -0.17
C -5.5227 -2.1371 1.1006 0.12 0.06 0.03 0.02
C -6.0670 -1.4345 0.0384 0.05 0.05 -0.06 -0.02
C -5.2614 -0.5700 -0.6900 0.03 -0.02 0.06 -0.03
C -3.9254 -0.4529 -0.3497 -0.14 0.00 -0.01 -0.10
N -3.4011 -1.1407 0.6645 0.00 -0.19 0.06 -0.04
H 0.7573 -3.1503 5.3471 -0.01 -0.01 0.01 0.12
H 3.1137 -2.5578 4.8109 0.03 -0.01 0.02 0.10
H 3.6019 -1.4668 2.5718 0.01 0.01 -0.01 0.10
H 1.7376 -1.0096 1.0477 0.01 -0.01 0.04 0.07
H -6.0959 -2.8104 1.7203 -0.02 -0.02 0.01 0.13
H -7.1107 -1.5529 -0.2167 -0.03 0.01 -0.01 0.12
H -5.6530 0.0062 -1.5147 -0.01 0.01 -0.03 0.12
H -3.2515 0.1994 -0.8852 -0.03 0.00 -0.02 0.10
N -1.0811 -0.8553 -1.6597 -0.12 -0.09 -0.13 0.12
C -1.1567 -0.5669 -2.8093 -0.21 0.02 0.25 -0.16
N -1.2309 -0.4404 -4.0300 0.57 -0.35 -0.06 0.14
C -2.0680 0.2063 -4.8090 -0.22 0.24 0.00 -0.35
N -2.7575 0.7649 -5.5428 -0.15 0.06 -0.13 0.13
C 4.1108 3.6102 -4.0508 -0.03 -0.02 0.00 -0.04
C 5.1355 4.2030 -3.1236 -0.01 0.06 0.03 -0.73
O 6.1242 4.7635 -3.5051 0.02 0.00 -0.02 0.01
S 4.8579 4.1986 -1.3436 0.06 -0.06 0.01 1.03
C 3.5207 3.0688 -1.0851 -0.05 0.08 0.03 -0.56
C 2.2637 3.5580 -0.7211 0.01 -0.02 -0.03 -0.09
C 1.2226 2.6964 -0.4635 0.03 0.02 -0.02 -0.02
C 1.4051 1.2971 -0.5839 -0.14 0.01 0.11 -0.24
C 2.6883 0.8134 -0.9469 0.00 -0.03 0.02 -0.02
C 3.7215 1.6882 -1.1767 0.06 0.04 0.01 -0.10
C 0.3780 0.4130 -0.3139 0.23 0.02 -0.23 0.02
C -0.5445 -0.5014 -0.3855 0.04 0.13 0.20 -0.34
H 4.6298 3.1962 -4.9119 0.00 0.00 -0.03 0.09
H 3.4808 4.4325 -4.3946 -0.02 0.00 -0.01 0.10
H 3.4770 2.8612 -3.5861 0.03 0.00 -0.02 0.06
H 2.1123 4.6257 -0.6446 0.01 0.04 0.01 0.11
H 0.2558 3.0811 -0.1717 -0.04 0.00 0.01 0.12
H 2.8466 -0.2526 -1.0349 0.00 -0.04 0.00 0.12
H 4.7016 1.3098 -1.4350 0.02 0.00 -0.01 0.12
```
Positions in Å, forces in eV/Å.

Density functional theory data (ωB97M-V with the def2-TZVPD basis set) for a molecular structure, C24H16CdClF9N4O5.

As for the HOMO energy: -2.28 eV. For the gap between HOMO and LUMO, the calculation gives 6.481 eV. As for the net charge: -2. The calculation puts the max |F| at 0.44 eV Å⁻¹. The energy relative to the best compared isomer or geometry (same formula, charge and spin) comes out at 0.00 kcal/mol.

Geometry as XYZ:
```
60
Properties=species:S:1:pos:R:3:forces:R:3:lowdin_charge:R:1
Cd -0.4919 0.5664 1.0898 0.02 -0.27 -0.16 1.45
Cl -6.0914 -2.1269 -3.0015 0.09 0.03 0.13 0.55
C -5.0084 -1.6905 -1.6775 -0.16 0.09 0.11 -0.69
C -5.5253 -1.0220 -0.5480 -0.04 -0.03 -0.10 -0.13
C -4.7087 -0.6894 0.4935 0.02 -0.02 -0.05 -0.03
C -3.2919 -0.9773 0.4977 0.06 -0.01 0.07 -0.43
O -2.5769 -0.6739 1.4848 -0.06 0.07 -0.09 -0.11
C -2.8034 -1.6490 -0.6881 0.09 -0.06 -0.10 -0.17
C -1.4328 -2.0642 -0.8198 -0.17 0.02 0.02 -0.12
N -0.4941 -1.7138 -0.0249 0.44 0.01 0.04 0.06
C 0.7910 -2.2841 -0.1079 -0.33 0.24 0.16 -0.21
C 1.2708 -3.0773 -1.1130 0.16 -0.17 -0.18 -0.03
C 2.5725 -3.6269 -1.0574 -0.14 0.02 0.00 -0.10
C 3.3845 -3.3927 0.0119 -0.03 0.06 0.08 -0.06
C 2.9267 -2.5675 1.0713 0.15 -0.06 -0.01 -0.18
C 3.7226 -2.2463 2.1960 0.09 -0.04 -0.06 -0.04
C 3.2443 -1.3947 3.1423 -0.06 0.03 -0.02 -0.05
C 1.9505 -0.8445 2.9747 0.04 -0.04 0.02 -0.12
N 1.1761 -1.1499 1.9667 0.24 0.02 -0.20 0.09
C 1.6452 -1.9973 1.0073 -0.25 0.14 0.12 -0.17
C -3.6818 -2.0004 -1.7322 0.10 -0.04 -0.02 -0.11
H -6.5785 -0.7679 -0.5215 0.00 0.00 0.00 0.09
H -5.0906 -0.1574 1.3569 -0.01 -0.02 -0.03 0.11
H -1.2367 -2.7471 -1.6565 -0.05 -0.08 0.00 0.11
H 0.6557 -3.2799 -1.9810 0.06 0.00 0.00 0.10
H 2.9226 -4.2374 -1.8819 -0.01 0.02 0.00 0.09
H 4.3872 -3.8032 0.0553 -0.01 0.00 0.02 0.10
H 4.7228 -2.6617 2.2688 -0.01 -0.01 0.00 0.11
H 3.8419 -1.0992 3.9952 -0.02 -0.02 -0.01 0.10
H 1.5620 -0.0986 3.6582 -0.04 0.01 0.00 0.09
H -3.2869 -2.5282 -2.5950 0.01 0.02 0.01 0.10
N -1.5129 1.2707 -1.1265 -0.18 0.08 0.08 -0.02
C -2.6399 2.1684 -0.8457 0.11 -0.12 -0.08 -0.19
C -2.5214 2.9211 0.4829 0.03 -0.05 0.19 -0.61
O -3.2867 3.8982 0.6429 0.05 -0.04 0.00 -0.07
N -1.6281 2.4377 1.3192 0.02 0.34 0.08 -0.08
C -1.4439 3.1080 2.5866 -0.14 -0.11 -0.15 -0.19
C -0.2218 2.6144 3.3703 0.21 -0.30 -0.11 -0.69
O 0.0709 3.2381 4.3971 0.05 0.01 0.08 -0.05
O 0.4021 1.5801 2.9321 -0.24 0.25 0.20 -0.19
H -0.6784 1.7878 -1.3698 -0.03 0.00 0.02 0.03
H -1.7099 0.6411 -1.8937 -0.06 -0.03 0.03 0.07
H -3.5535 1.5714 -0.8004 -0.02 -0.03 0.01 0.10
H -2.7921 2.9325 -1.6113 0.00 0.05 -0.10 0.10
H -2.3055 2.9519 3.2477 -0.06 0.02 0.02 0.12
H -1.3574 4.1902 2.4739 0.03 0.07 -0.05 0.11
F 2.9318 3.4866 -2.0963 0.20 0.13 -0.10 0.14
C 1.9246 2.7734 -1.5542 -0.01 -0.20 0.03 -0.55
F 1.5269 3.4092 -0.4641 -0.04 0.09 0.11 0.18
F 0.9043 2.8313 -2.4406 -0.06 0.01 -0.10 0.13
C 2.2814 1.2763 -1.2296 -0.09 0.01 0.09 -0.39
O 1.4004 0.7388 -0.4216 0.05 -0.13 -0.01 -0.16
C 3.7278 1.2667 -0.6107 -0.28 0.02 0.00 -0.55
F 3.8578 2.2183 0.3208 0.03 0.11 0.13 0.16
F 4.7134 1.4682 -1.5121 0.22 0.06 -0.21 0.13
F 3.9853 0.1003 -0.0227 0.04 -0.21 0.14 0.16
C 2.3501 0.4840 -2.5899 -0.06 -0.03 0.32 -0.54
F 1.1271 0.1404 -3.0017 -0.15 0.00 -0.07 0.15
F 2.9294 1.1591 -3.6005 0.12 0.13 -0.26 0.14
F 3.0412 -0.6615 -2.4466 0.07 -0.05 0.00 0.14
```
Positions in Å, forces in eV/Å.

Density functional theory data (ωB97M-V with the def2-TZVPD basis set) for a molecular structure, C24H16Cl2N6O6SSeZr.

As for the HOMO energy: -14.38 eV. For the gap between HOMO and LUMO, the calculation gives 6.543 eV. As for the net charge: +2. The calculation puts the max |F| at 0.83 eV Å⁻¹. The energy relative to the best compared isomer or geometry (same formula, charge and spin) comes out at 1.31 kcal/mol.

Geometry as XYZ:
```
57
Properties=species:S:1:pos:R:3:forces:R:3:lowdin_charge:R:1
Zr 0.8045 0.3049 0.4043 0.46 0.61 -0.31 1.55
Cl 1.6507 -0.6654 2.8532 -0.03 -0.09 0.05 0.78
C 2.3290 -2.1447 2.1405 0.02 0.07 -0.08 -0.61
C 2.2022 -3.3186 2.8510 0.00 -0.02 0.00 -0.08
C 2.7008 -4.4792 2.2730 -0.03 0.00 0.06 -0.03
C 3.2855 -4.4442 1.0198 0.03 0.01 -0.07 -0.07
C 3.3932 -3.2461 0.3250 -0.04 0.08 0.05 -0.68
Cl 4.1192 -3.2311 -1.2313 0.01 -0.04 -0.01 0.75
C 2.9235 -2.0493 0.8806 -0.04 -0.17 0.09 -0.69
S 3.1336 -0.5114 0.0426 -0.42 0.21 0.05 0.60
H 1.7382 -3.3270 3.8273 0.00 -0.01 0.00 0.12
H 2.6297 -5.4164 2.8069 0.00 0.00 0.01 0.13
H 3.6709 -5.3465 0.5658 0.00 0.00 0.00 0.12
N -0.3769 3.2719 0.5378 0.01 0.02 -0.01 0.14
C 0.9336 3.4504 0.9273 0.02 -0.05 0.04 -0.36
C 1.4893 4.7150 1.1268 -0.04 -0.04 -0.07 0.02
C 2.7960 4.8188 1.5393 -0.01 -0.05 0.00 0.00
C 3.5362 3.6563 1.7744 0.02 -0.03 0.00 -0.02
C 2.9496 2.4455 1.5361 0.03 0.14 -0.01 -0.15
N 1.6731 2.3260 1.0722 -0.10 -0.36 0.00 -0.06
H -0.8882 4.1294 0.3857 -0.01 0.00 0.01 0.12
H -0.8984 2.6151 1.1074 -0.03 0.03 0.01 0.08
H 0.8690 5.5892 0.9848 0.01 0.02 0.00 0.13
H 3.2372 5.7919 1.7079 0.00 0.01 0.00 0.13
H 4.5541 3.6957 2.1322 0.00 0.01 0.00 0.13
H 3.4878 1.5221 1.6841 0.00 0.01 0.01 0.06
O -2.0581 0.4267 3.4369 -0.10 -0.10 -0.02 0.21
C -1.7262 -0.0057 2.3876 -0.09 0.07 0.00 -0.49
O -0.8321 0.6197 1.5526 0.47 -0.15 -0.09 -0.34
C -2.2081 -1.2254 1.6349 -0.01 0.02 0.05 -0.07
C -1.2002 -1.8658 0.9447 -0.09 -0.06 -0.14 -0.01
C -1.4815 -2.4998 -0.2416 -0.15 0.01 0.17 -0.11
C -2.7775 -2.7593 -0.6522 0.01 -0.04 0.04 0.12
C -3.7735 -2.2850 0.1854 0.02 -0.02 -0.01 -0.07
C -3.5277 -1.4679 1.2827 -0.02 -0.01 0.05 0.12
N -5.1902 -2.5245 -0.2132 0.10 0.06 -0.03 -0.34
O -6.0364 -2.0725 0.5175 -0.03 -0.02 0.01 0.13
O -5.3601 -3.1366 -1.2408 -0.02 -0.03 0.00 0.12
N -0.3613 -2.5530 -1.1667 0.17 0.11 -0.16 -0.26
O -0.2743 -3.3743 -2.0147 -0.02 -0.02 0.03 0.24
O 0.4611 -1.5951 -1.0523 -0.04 -0.03 0.08 -0.13
H -0.1722 -1.8199 1.2971 -0.03 0.01 -0.02 0.08
H -3.0196 -3.2494 -1.5860 0.01 0.00 0.00 0.15
H -4.3582 -0.9977 1.7938 0.01 0.01 0.01 0.15
Se 2.1456 1.9635 -2.4496 -0.23 -0.09 -0.11 1.23
N 0.6942 1.2809 -1.5864 0.14 -0.11 0.29 -0.41
C -0.3723 1.4398 -2.3714 -0.07 0.03 -0.08 -0.35
C -1.7027 1.0569 -2.0672 -0.07 -0.02 0.01 -0.03
C -2.6673 1.2990 -2.9980 0.04 -0.03 0.07 -0.02
C -2.3846 1.9171 -4.2579 0.05 0.03 -0.04 -0.03
C -1.1287 2.3059 -4.5809 -0.06 0.00 -0.06 0.03
C -0.0837 2.0774 -3.6349 0.04 -0.10 0.15 -0.34
N 1.1763 2.4120 -3.8286 0.13 0.08 0.00 -0.18
H -1.9493 0.6082 -1.1095 -0.01 0.00 -0.01 0.10
H -3.6923 1.0228 -2.7860 0.00 0.00 0.01 0.12
H -3.2013 2.0712 -4.9489 0.01 0.02 -0.02 0.13
H -0.8810 2.7784 -5.5211 -0.04 0.00 -0.01 0.14
```
Positions in Å, forces in eV/Å.